# 1
A molecular structure, C39H37BiN4PS2, computed with ωB97M-V/def2-TZVPD.

Values from the calculation:
spin multiplicity = 1
E_HOMO = -15.03 eV
charge = +3
ΔE to the lowest compared entry with this formula, charge and spin = 0.033 eV

XYZ file:
```
84
Properties=species:S:1:pos:R:3:forces:R:3:mulliken_charge:R:1
Bi -0.100447 -0.080160 -0.079704 0.1 -0.1 -0.1 1.709
C 1.575702 -2.635936 -3.124922 0.0 0.0 0.0 -1.841
C 0.341874 -2.563403 -2.270484 0.0 0.0 0.0 0.866
C -0.815876 -1.930651 -2.735542 0.0 0.0 0.0 -0.415
C -2.001372 -1.975069 -2.005469 -0.1 0.0 0.0 -0.452
C -2.049530 -2.630992 -0.780391 0.1 0.0 0.1 -0.576
C -0.903186 -3.260856 -0.300491 0.0 0.0 0.0 -0.446
C 0.275168 -3.226095 -1.037758 0.0 0.0 0.0 -0.852
H 1.516754 -3.507269 -3.780178 0.0 0.0 0.0 0.397
H 2.481079 -2.749838 -2.528282 0.0 0.0 0.0 0.441
H 1.675827 -1.762822 -3.770337 0.0 0.0 0.0 0.416
H -0.805425 -1.462143 -3.714206 0.0 0.0 0.0 0.586
H -2.901209 -1.528073 -2.412014 0.0 0.0 0.0 0.406
H -2.974263 -2.694657 -0.221995 0.0 0.0 0.0 0.557
H -0.939180 -3.812740 0.630521 0.0 0.0 0.0 0.475
H 1.138553 -3.788775 -0.695161 0.0 0.0 0.0 0.800
N 1.922328 -1.186145 1.151404 0.0 0.0 0.1 -0.275
C 1.762472 -1.375829 2.583022 0.0 0.0 0.0 0.516
C 2.812249 -1.640607 3.415587 0.0 0.0 0.0 -0.316
C 2.595359 -1.874643 4.790648 0.0 0.0 0.0 -0.993
C 1.331400 -1.851877 5.304950 0.0 0.0 0.0 -0.867
C 0.227661 -1.557825 4.468725 0.0 0.0 0.0 0.476
C -1.102292 -1.491357 4.940655 0.0 0.0 0.0 -0.682
C -2.116000 -1.169348 4.079408 0.0 0.0 0.0 -1.135
C -1.797491 -0.889256 2.744087 0.0 0.0 0.0 -0.284
N -0.571459 -0.953352 2.262263 -0.1 0.0 0.0 0.355
C 0.447365 -1.304815 3.098260 0.0 0.0 0.0 -0.232
H 2.879846 -0.911843 0.949128 0.0 0.0 0.0 0.169
H 1.789539 -2.086758 0.688270 0.0 0.0 0.0 0.180
H 3.819755 -1.701133 3.020428 0.0 0.0 0.0 0.507
H 3.441526 -2.095072 5.426398 0.0 0.0 0.0 0.470
H 1.155649 -2.054969 6.353316 0.0 0.0 0.0 0.493
H -1.306589 -1.694877 5.984568 0.0 0.0 0.0 0.512
H -3.144650 -1.114819 4.404899 0.0 0.0 0.0 0.484
H -2.583449 -0.598485 2.052864 0.0 0.0 0.0 0.499
S 2.042917 1.993376 4.898910 0.0 0.0 0.0 0.048
C 2.332955 2.757042 6.399181 0.0 0.0 0.0 -0.394
C 1.567472 3.870710 6.556795 0.0 0.0 0.0 -0.647
C 0.728337 4.115510 5.443792 0.0 0.0 0.0 -0.624
C 0.868181 3.179930 4.453672 0.0 0.0 0.0 0.359
C 0.174431 3.122590 3.172911 0.0 0.0 0.0 0.161
C 0.261837 1.969976 2.380272 0.0 0.0 0.0 0.572
N -0.328008 1.843953 1.196899 0.0 0.1 0.0 0.684
C -1.057558 2.875109 0.695756 0.0 -0.1 0.0 -0.880
C -1.222500 4.060385 1.426160 0.0 -0.1 0.0 0.920
C -2.018809 5.118684 0.862523 0.0 0.0 0.0 -1.067
C -2.586900 4.990727 -0.353654 0.0 0.0 0.0 -1.160
C -2.409878 3.794290 -1.132666 0.0 -0.1 0.0 0.876
C -2.958301 3.622636 -2.410404 0.0 0.0 0.0 -0.862
C -2.736548 2.456722 -3.127828 0.0 0.0 0.0 0.394
C -1.952364 1.470286 -2.497294 0.0 0.0 0.0 0.195
N -1.440130 1.600650 -1.286626 0.0 0.0 0.0 0.204
C -1.653320 2.744208 -0.599515 0.0 0.1 0.1 -0.400
C -3.268857 2.223175 -4.461087 0.0 0.1 0.0 0.435
C -3.888086 3.123720 -5.289298 0.0 0.0 0.0 -0.494
C -4.296659 2.552581 -6.516183 0.0 0.0 0.0 -0.696
C -3.986772 1.229953 -6.606777 0.1 0.0 0.0 -0.357
S -3.182967 0.669473 -5.210700 -0.1 0.0 0.0 -0.045
C -0.590054 4.165572 2.669916 0.0 0.0 0.0 -0.811
H 3.059301 2.347913 7.082726 0.0 0.0 0.0 0.452
H 1.601557 4.494548 7.436881 0.0 0.0 0.0 0.455
H 0.042247 4.948873 5.396878 0.0 0.0 0.0 0.410
H 0.829883 1.119806 2.732766 0.0 0.0 0.0 -0.432
H -2.150067 6.023726 1.440639 0.0 0.0 0.0 0.511
H -3.183875 5.792829 -0.767527 0.0 0.0 0.0 0.518
H -3.565054 4.414950 -2.829871 0.0 0.0 0.0 0.476
H -1.733246 0.544056 -3.011461 0.0 0.0 0.0 -0.318
H -4.047552 4.163902 -5.044191 0.0 0.0 0.0 0.392
H -4.803262 3.098155 -7.297503 0.0 0.0 0.0 0.434
H -4.188423 0.553107 -7.421189 0.0 0.0 0.0 0.463
H -0.697286 5.084717 3.232408 0.0 0.0 0.0 0.541
C 2.581017 2.746065 0.008171 0.0 0.0 0.0 -1.363
P 1.971958 1.486686 -1.139241 0.0 -0.1 0.0 0.959
C 3.415385 0.506502 -1.629092 0.0 0.0 0.0 -1.137
C 1.456856 2.364583 -2.633934 0.0 0.0 0.0 -1.369
H 3.414267 3.280963 -0.452320 0.0 0.0 0.0 0.546
H 2.929825 2.289766 0.935489 0.0 0.0 0.0 0.369
H 1.790749 3.461360 0.237556 0.0 0.0 0.0 0.324
H 4.079939 1.129898 -2.230613 0.0 0.0 0.0 0.490
H 3.119114 -0.357861 -2.223266 0.0 0.0 0.0 0.221
H 3.977743 0.171111 -0.757797 0.0 0.0 0.0 0.451
H 2.307792 2.914976 -3.039698 0.0 0.0 0.0 0.553
H 0.657218 3.068370 -2.404256 0.0 0.0 0.0 0.334
H 1.106409 1.659732 -3.388678 0.0 0.0 0.0 0.367
```
Forces are in eV/Å.

# 2
A molecular structure, C39H37GeN5O7SV, computed with ωB97M-V/def2-TZVPD.

Values from the calculation:
spin multiplicity = 2
E_HOMO (alpha / beta) = -8.23 / -7.93 eV
charge = 0

XYZ file:
```
91
Properties=species:S:1:pos:R:3:forces:R:3:mulliken_spin:R:1
V -1.053284 0.121629 0.226152 0.2 1.7 -1.2 1.570
C -0.890485 3.565548 1.967472 -0.1 0.0 -0.1 0.008
C -1.418834 3.319466 0.601353 0.1 0.0 0.0 -0.005
N -1.577225 2.139133 0.043055 -0.4 0.6 0.0 0.012
C -2.057163 2.351419 -1.224496 -0.2 0.0 0.0 0.007
C -2.202300 3.693298 -1.434780 0.1 -0.2 0.0 0.011
N -1.789667 4.283663 -0.269648 -0.1 0.0 -0.1 0.000
C -2.645644 4.504339 -2.593185 -0.1 0.1 0.1 -0.001
O -3.026893 3.832590 -3.650990 -0.2 0.2 -0.1 0.000
O -2.642108 5.711204 -2.514036 0.1 0.0 0.0 0.000
C -2.334867 1.156517 -2.076182 -0.1 0.5 -0.3 0.009
O -2.830493 1.315832 -3.198894 0.0 -0.2 0.3 0.003
O -2.041525 0.046010 -1.528724 0.0 0.0 -0.1 0.010
H -0.218550 2.750624 2.234313 0.1 0.0 0.0 -0.003
H -1.706906 3.608657 2.690794 0.0 0.0 0.0 0.004
H -0.340713 4.505057 2.005519 0.0 0.0 0.0 0.000
H -1.773820 5.282495 -0.134457 0.0 0.0 0.0 -0.001
H -3.030606 2.833902 -3.496620 0.2 -0.1 -0.1 0.000
C -3.539934 -6.602449 -3.611913 0.0 0.0 0.0 0.000
C -2.646211 -5.659716 -2.853380 0.1 -0.1 0.0 0.000
C -1.649302 -6.151006 -2.015210 -0.1 0.0 -0.1 0.000
C -0.840886 -5.287042 -1.292250 0.0 0.1 0.1 0.001
C -1.033109 -3.922588 -1.416658 0.1 0.0 0.3 0.001
C -2.006075 -3.404193 -2.258747 0.0 0.1 0.0 -0.002
C -2.808297 -4.279351 -2.969837 0.0 0.0 0.0 0.000
S 0.043591 -2.822713 -0.534513 0.1 -0.2 -0.1 -0.003
O 0.852277 -3.608424 0.362593 -0.1 0.0 0.0 0.001
O 0.695470 -2.026744 -1.536505 -0.1 0.0 0.0 -0.007
N -0.942032 -1.853833 0.330505 0.0 -1.0 -0.4 -0.052
C -0.876392 -1.786861 1.686602 0.2 -0.5 0.9 0.031
C -0.932568 -2.838694 2.614275 0.1 0.0 0.0 -0.011
C -0.938904 -2.523639 3.952214 0.0 0.1 -0.1 0.006
C -0.910911 -1.184050 4.358340 0.1 0.0 0.0 -0.007
C -0.858234 -0.207406 3.393646 0.0 0.1 0.1 -0.002
N -0.812320 -0.498018 2.090670 -0.1 -1.0 1.2 0.040
H -3.088230 -7.590990 -3.683256 0.0 0.0 0.0 0.000
H -3.735375 -6.233142 -4.618574 0.0 0.0 0.0 0.000
H -4.501846 -6.710853 -3.106126 0.0 0.0 0.0 0.000
H -1.501255 -7.221318 -1.936438 0.0 0.0 0.0 0.000
H -0.052248 -5.647339 -0.644526 0.0 -0.1 0.0 0.000
H -2.104892 -2.328327 -2.357486 -0.1 0.0 0.0 0.002
H -3.565036 -3.888591 -3.640143 0.0 0.0 0.0 0.000
H -0.962877 -3.857507 2.259191 0.0 0.0 0.0 0.000
H -0.979735 -3.311532 4.693477 0.0 0.0 0.0 0.001
H -0.918391 -0.918357 5.405485 0.0 0.0 0.0 0.000
H -0.828692 0.843211 3.655664 0.0 0.0 0.0 -0.007
C -4.913919 -0.435743 -0.304823 0.0 0.0 0.0 0.000
C -4.395491 -0.320374 1.102938 -0.2 -0.1 -0.1 0.003
N -5.203421 -0.791225 2.077385 0.1 0.1 0.1 0.000
O -3.300293 0.159985 1.376956 0.3 0.0 -0.2 0.009
H -5.987377 -0.611141 -0.338120 0.0 0.0 0.0 0.000
H -4.397123 -1.258844 -0.801270 0.0 0.0 0.0 0.000
H -4.673414 0.470092 -0.856624 0.0 0.0 0.0 0.000
H -6.095665 -1.205467 1.884229 0.0 0.0 -0.1 0.000
H -4.872532 -0.781991 3.027699 0.0 0.0 0.0 0.000
C 0.655644 0.574141 -0.023946 0.4 0.0 0.1 -0.569
Ge 2.457993 1.191530 0.276796 0.1 0.1 -0.1 -0.033
C 2.758193 1.803787 2.127591 -0.1 -0.1 -0.4 0.007
C 3.447972 2.985025 2.389587 0.0 0.0 -0.1 0.005
C 3.700569 3.383804 3.694752 0.0 0.0 0.0 0.000
C 3.267183 2.602528 4.756820 0.0 0.0 0.0 0.000
C 2.577285 1.423794 4.508887 0.0 0.0 0.1 -0.003
C 2.323776 1.029479 3.202728 0.0 0.0 -0.1 -0.003
C 3.662336 -0.295537 -0.171678 -0.2 0.4 0.1 -0.014
C 4.125069 -0.428671 -1.477501 0.0 0.0 0.0 -0.001
C 4.893216 -1.523275 -1.843313 0.0 0.0 -0.1 0.000
C 5.204480 -2.497529 -0.905708 0.0 0.0 0.0 -0.002
C 4.751173 -2.370255 0.398744 0.0 -0.1 0.0 -0.001
C 3.983828 -1.274144 0.762858 0.0 0.0 0.1 -0.005
C 2.704082 2.656037 -1.026333 0.0 -0.2 0.2 0.022
C 3.954101 3.182889 -1.346120 0.0 -0.1 0.1 0.000
C 4.083958 4.155211 -2.327650 0.1 0.1 0.0 0.000
C 2.964197 4.613832 -3.007303 0.0 0.0 0.0 0.000
C 1.712480 4.102056 -2.696299 -0.1 0.0 0.0 -0.011
C 1.586878 3.131485 -1.713234 0.1 0.0 0.1 -0.044
H 0.600698 0.156359 -1.052669 -0.1 -0.1 0.0 0.010
H 3.785470 3.600923 1.562851 0.0 0.0 0.0 0.000
H 4.237181 4.305240 3.884523 0.0 0.0 0.0 0.000
H 3.470272 2.909613 5.774919 0.0 0.0 0.0 0.000
H 2.242260 0.810687 5.337194 0.0 0.0 0.0 0.000
H 1.781282 0.108234 3.013787 0.1 0.0 0.0 -0.003
H 3.873446 0.322293 -2.218370 0.0 0.0 0.0 -0.001
H 5.239319 -1.621010 -2.864944 0.0 0.0 0.0 0.000
H 5.795502 -3.357969 -1.193578 0.0 0.0 0.0 0.000
H 4.985575 -3.132277 1.131630 0.0 0.0 0.0 0.000
H 3.629425 -1.187847 1.784799 0.0 0.0 0.0 0.002
H 4.837647 2.819748 -0.831172 0.0 0.0 0.0 0.000
H 5.061521 4.553157 -2.571203 0.0 0.0 0.0 0.000
H 3.065654 5.364062 -3.781005 0.0 0.0 0.0 0.000
H 0.833569 4.451558 -3.225161 0.0 0.0 0.0 -0.001
H 0.609498 2.725838 -1.473391 0.0 0.0 -0.1 0.017
```
Forces are in eV/Å.

For the records above, the corresponding calculated total energy values read -3078.93482, -5728.06082 a.u..
For the records above, the corresponding F_max values read 0.17, 2.12 eV/A.